1.
{
  "formula": "C7H11BrN",
  "method": "ωB97M-V with the def2-TZVPD basis set",
  "symbols": ["C", "C", "C", "C", "C", "C", "C", "N", "Br", "H", "H", "H", "H", "H", "H", "H", "H", "H", "H", "H"],
  "coordinates": [[-1.501267, 1.536360, -0.066506], [-1.113892, 0.653405, 0.759879], [-2.032724, 2.951920, -0.192906], [1.509506, -0.303968, 0.236363], [-3.192258, 3.543101, 0.054307], [2.790655, -2.284483, -0.264165], [0.324014, -2.368497, 0.163459], [1.500563, -1.584114, -0.022399], [2.961331, 0.852876, 0.046835], [-1.299043, 1.438525, -1.141515], [-0.600874, -0.113493, 1.375979], [-1.429553, 3.500085, -0.925051], [-3.984456, 2.951507, 0.596460], [-3.365012, 4.572183, -0.182776], [3.437977, -2.175742, 0.626580], [2.656669, -3.341322, -0.295009], [3.125551, -1.923950, -1.200613], [0.169570, -2.562797, 1.148522], [-0.509435, -2.007825, -0.341075], [0.552680, -3.333771, -0.376370]],
  "atomic_forces_ev_per_a": [[-0.553, 1.426, -0.678], [1.295, -0.718, 0.290], [-0.175, 0.698, -0.815], [-2.176, -0.549, -0.454], [-0.915, -2.327, 1.837], [-0.417, -0.203, 1.416], [1.459, -2.496, -2.997], [2.630, 2.217, 0.580], [-0.111, -0.727, 0.037], [0.747, -1.116, 0.121], [-0.881, 1.225, -0.312], [0.464, -0.207, 0.613], [0.741, 1.026, -0.570], [-0.078, 0.255, -0.297], [0.005, 0.627, -0.823], [-0.508, -0.740, -0.401], [1.056, 0.302, -0.640], [-0.644, -0.603, 2.891], [-1.461, 1.134, -0.630], [-0.478, 0.777, 0.833]],
  "multiplicity": 1,
  "charge": 1,
  "e_tot_ev": -78955.64597,
  "relative_energy_kj_mol": 703.3
}

=====

2.
{
  "formula": "C5H7N",
  "method": "ωB97M-V with the def2-TZVPD basis set",
  "symbols": ["C", "C", "C", "C", "C", "N", "H", "H", "H", "H", "H", "H", "H"],
  "coordinates": [[-1.622457, -0.983474, -0.176283], [2.760271, -0.144592, 0.236961], [1.494901, -0.328893, 0.319904], [-1.505215, 0.929528, 0.286092], [-0.899720, 0.076573, -0.876118], [-2.127271, -0.226095, 0.777419], [-1.819652, -2.019076, -0.511113], [3.639886, -0.185064, 0.972790], [3.058491, 0.023878, -0.796818], [-0.954803, 0.310920, -1.975001], [0.766852, -0.552122, 1.121519], [-0.667563, 1.392340, 0.833880], [-2.123723, 1.706072, -0.213228]],
  "atomic_forces_ev_per_a": [[-0.028, 0.656, -0.863], [2.400, 0.126, -0.686], [-2.619, -0.352, 1.698], [2.699, 2.414, -2.952], [-0.554, -0.069, -0.198], [-0.918, -2.826, 0.578], [0.014, 0.482, 0.919], [-1.761, -0.026, -0.714], [0.568, 0.209, 0.011], [0.489, -0.372, 1.203], [0.612, 0.141, -0.491], [-0.765, -0.071, 0.496], [-0.137, -0.312, 1.000]],
  "multiplicity": 1,
  "e_tot_ev": -6781.55280,
  "relative_energy_kj_mol": 671.5
}

=====

3.
{
  "formula": "C2H5N5O",
  "method": "ωB97M-V with the def2-TZVPD basis set",
  "symbols": ["C", "C", "H", "H", "H", "H", "H", "N", "N", "N", "N", "N", "O"],
  "coordinates": [[1.934149, -0.035458, 0.102623], [-0.312611, 0.077836, -0.185446], [1.647048, -0.336380, 1.262436], [3.120196, 0.562277, 0.264759], [2.328731, -1.050115, -0.644030], [0.045454, -1.986800, -0.854376], [-0.956525, 2.488789, 0.524685], [0.645352, 0.889046, -0.392245], [-0.582825, -1.254723, 0.075647], [-1.970326, -1.457697, -0.123525], [-2.518929, -0.287712, 0.071000], [-1.572392, 0.589528, 0.004864], [-1.807322, 1.801409, -0.106391]],
  "atomic_forces_ev_per_a": [[2.557, 0.142, 0.827], [-1.407, 0.511, 0.369], [0.859, 0.240, -3.252], [-4.155, -1.275, -0.854], [-1.806, 3.024, 2.262], [-2.382, 2.759, 4.079], [-3.140, -3.325, -2.424], [4.217, -2.627, 1.468], [2.978, -3.711, -5.534], [-0.811, 1.771, 2.077], [-0.230, -3.140, -1.295], [1.914, -2.897, 0.476], [1.406, 8.527, 1.802]],
  "multiplicity": 1,
  "e_tot_ev": -11643.76961,
  "relative_energy_kj_mol": 846.7
}